No. 1
Here is H8IO4Zn as an isolated structure from the Open Molecules 2025 dataset. Energies are from ωB97M-V/def2-TZVPD.

Cartesian coordinates (Å):
Zn: -0.12730 0.01063 -0.11860
I: -1.63979 -1.28071 -1.85931
O: 0.73724 1.14444 -1.45571
H: 1.36496 0.86004 -2.12003
H: 0.69319 2.09508 -1.55852
O: -1.27199 1.52238 0.56855
H: -1.02026 2.40833 0.82924
H: -2.21364 1.57843 0.40616
O: 1.45569 -1.31730 -0.13805
H: 2.35433 -1.00279 -0.23690
H: 1.54953 -2.22392 0.15431
O: -0.60685 -0.99934 1.55723
H: -0.67047 -1.95040 1.46972
H: -0.60468 -0.84487 2.50188

Force components x, y, z for each atom (eV/Å):
-0.31 -0.50 0.37
-0.50 -0.33 -0.39
0.46 0.31 -0.31
0.41 -0.34 -0.39
-0.21 0.64 0.08
0.12 0.21 0.03
0.31 0.50 0.28
-0.62 -0.17 -0.10
0.28 0.40 -0.32
0.58 0.19 -0.07
-0.14 -0.53 0.16
-0.25 -0.31 0.08
-0.11 -0.53 0.00
-0.02 0.48 0.56

Lowest unoccupied orbital energy (spin up / spin down)   -7.47 / -11.61 eV
Relative energy (zero: lowest compared OMol25 entry of this formula, charge and spin)   0.00 kJ/mol
Multiplicity   2
Charge   +2

Which charges does Mulliken predict for the atoms? In e, they are:
1 Zn 0.603
2 I 0.255
3 O -0.287
4 H 0.325
5 H 0.323
6 O -0.386
7 H 0.324
8 H 0.333
9 O -0.435
10 H 0.340
11 H 0.316
12 O -0.349
13 H 0.333
14 H 0.305


No. 2
Here is C39H34HgN7P as an isolated structure in a non-equilibrium geometry from the Open Molecules 2025 dataset. Energies are from ωB97M-V/def2-TZVPD.

Cartesian coordinates (Å):
Hg: -0.50670 0.10100 0.41490
C: 5.35930 -2.11870 -0.04980
C: 5.31870 -0.76120 -0.67620
C: 6.47260 -0.28460 -1.28370
C: 6.52660 0.96840 -1.86940
C: 5.40420 1.77880 -1.84710
C: 4.24520 1.31630 -1.25300
C: 4.17930 0.05560 -0.65960
P: 2.53300 -0.34840 0.07500
C: 2.39190 -2.09030 -0.45820
C: 2.49240 -3.16140 0.42330
C: 2.37820 -4.46220 -0.02830
C: 2.14230 -4.69840 -1.37200
C: 1.99940 -3.63500 -2.24840
C: 2.12520 -2.32400 -1.81330
C: 1.96980 -1.17900 -2.76270
C: 2.88660 -0.32750 1.85420
C: 4.12380 0.05180 2.36720
C: 4.27290 0.34960 3.70780
C: 3.15850 0.36200 4.53540
C: 1.92480 -0.00260 4.04250
C: 1.76020 -0.40470 2.71030
C: 0.49970 -0.92700 2.21100
H: 6.38580 -2.40330 0.16870
H: 4.93720 -2.85960 -0.72720
H: 4.79070 -2.13400 0.87370
H: 7.35440 -0.91260 -1.28970
H: 7.44030 1.30600 -2.34000
H: 5.43230 2.76540 -2.28950
H: 3.36300 1.94390 -1.23600
H: 2.68670 -2.97250 1.47270
H: 2.48040 -5.29000 0.66230
H: 2.06880 -5.71380 -1.73790
H: 1.78580 -3.83490 -3.29180
H: 1.69850 -1.51950 -3.75990
H: 2.89530 -0.60550 -2.83330
H: 1.18690 -0.51070 -2.39650
H: 4.97650 0.12620 1.70670
H: 5.24980 0.59980 4.09660
H: 3.26180 0.65200 5.57270
H: 1.05760 0.01930 4.69010
H: -0.23620 -1.05530 3.01260
H: 0.67320 -1.87220 1.69550
N: -7.73160 7.50260 0.24070
C: -6.89960 6.70360 0.19030
C: -5.89980 5.73240 0.10870
C: -4.85360 5.68360 1.04590
C: -3.88200 4.72050 0.94870
C: -3.91180 3.74260 -0.06310
C: -4.95600 3.81530 -1.00360
C: -5.92570 4.78150 -0.92600
C: -2.91500 2.68260 -0.10570
C: -3.39900 1.34980 -0.19570
C: -4.75840 0.96080 -0.22280
C: -4.79040 -0.42020 -0.30430
C: -3.46600 -0.83860 -0.29630
N: -2.62280 0.20700 -0.22800
C: -1.55170 3.08690 -0.05870
C: -1.07740 4.40880 -0.19690
C: 0.30800 4.35160 -0.19550
C: 0.63730 3.01180 -0.05720
N: -0.46420 2.24480 0.01720
H: -4.83920 6.40400 1.85420
H: -3.09650 4.67750 1.69040
H: -4.97240 3.11080 -1.82280
H: -6.72010 4.82130 -1.65970
H: -5.61380 1.60640 -0.15580
H: -5.66310 -1.04790 -0.35980
H: -3.09520 -1.84860 -0.34120
H: -1.68100 5.28920 -0.31720
H: 0.99850 5.16910 -0.29810
H: 1.61840 2.56290 -0.01030
N: 0.13610 -4.34890 2.84210
C: -0.29970 -5.12060 1.80230
N: -0.29570 -6.48200 2.01660
N: -0.72660 -4.67800 0.66170
C: -0.67460 -3.47700 0.19910
N: -0.67830 -2.46000 -0.35740
H: 0.74760 -4.76880 3.52270
H: 0.31460 -3.37450 2.63140
H: -0.41190 -6.77290 2.97600
H: -0.86320 -6.99730 1.36310

Force components x, y, z for each atom (eV/Å):
0.05 -0.08 1.35
0.09 -0.04 0.00
0.01 0.10 0.01
0.12 0.05 -0.11
-0.05 0.04 -0.03
0.17 0.13 -0.13
-0.09 -0.03 0.13
-0.14 0.19 -0.03
0.42 -0.06 -0.14
-0.06 -0.05 0.17
-0.08 0.05 -0.08
0.08 -0.06 0.06
-0.01 -0.09 -0.09
0.09 -0.21 -0.04
0.07 -0.04 0.18
-0.09 0.02 -0.07
-0.36 0.13 -0.02
0.02 -0.07 0.04
0.17 0.10 0.02
0.08 -0.01 0.09
-0.11 -0.02 -0.08
0.50 0.07 0.04
-0.58 -0.25 -0.50
0.13 -0.01 0.02
-0.05 -0.13 0.05
0.00 -0.11 0.07
0.06 -0.05 0.00
0.04 0.04 0.00
-0.02 0.03 -0.03
-0.04 0.03 -0.04
0.06 0.06 0.06
-0.01 -0.05 0.03
-0.07 -0.04 -0.02
0.01 0.06 -0.03
-0.03 -0.05 -0.02
-0.05 0.06 -0.06
0.01 0.11 -0.11
0.06 0.01 0.01
0.05 0.09 0.03
-0.01 0.01 0.06
-0.06 -0.07 0.04
-0.03 0.09 -0.25
-0.10 0.06 0.02
0.13 -0.11 0.02
-1.08 1.06 0.08
1.05 -1.07 -0.14
-0.41 0.23 -0.17
0.07 -0.19 -0.01
-0.14 0.10 0.04
0.24 -0.03 -0.03
-0.17 0.37 0.25
-0.02 0.02 0.03
-0.29 -0.18 0.02
0.11 0.36 0.07
0.12 -0.49 0.01
-0.28 -0.51 -0.03
-0.01 0.24 -0.18
0.26 0.23 -0.08
-0.36 -0.10 0.00
0.47 -0.07 0.02
0.50 0.10 -0.03
-0.21 0.38 -0.17
0.03 0.00 0.00
0.05 -0.02 -0.03
0.01 -0.07 0.04
-0.01 0.03 -0.04
-0.06 0.09 -0.01
-0.07 -0.10 0.01
0.10 -0.04 0.00
-0.09 0.10 -0.04
0.11 0.14 0.02
0.03 -0.02 0.04
-0.04 -0.30 -0.49
-0.06 0.49 0.05
-0.07 0.33 0.16
-0.19 -2.24 0.76
0.07 1.53 -0.63
-0.06 -0.40 -0.01
-0.02 0.02 -0.02
-0.02 0.08 0.12
0.02 0.02 -0.08
0.05 0.05 -0.10

Lowest unoccupied orbital energy (spin up / spin down)   1.84 / 1.88 eV
Relative energy (zero: lowest compared OMol25 entry of this formula, charge and spin)   0.00 kJ/mol
Multiplicity   2
Charge   -1

Which charges does Mulliken predict for the atoms? In e, they are:
1 Hg 1.787
2 C -1.610
3 C 1.011
4 C -0.696
5 C -0.739
6 C -0.715
7 C -1.310
8 C 0.345
9 P 1.332
10 C 1.646
11 C 0.057
12 C -1.218
13 C -0.901
14 C -0.933
15 C 0.412
16 C -1.669
17 C 0.391
18 C -0.749
19 C -0.940
20 C -0.711
21 C -0.995
22 C 2.037
23 C -1.667
24 H 0.544
25 H 0.245
26 H 0.168
27 H 0.415
28 H 0.357
29 H 0.441
30 H 0.460
31 H 0.505
32 H 0.457
33 H 0.395
34 H 0.378
35 H 0.474
36 H 0.272
37 H 0.137
38 H 0.364
39 H 0.435
40 H 0.377
41 H 0.418
42 H 0.725
43 H -0.968
44 N -0.636
45 C 0.122
46 C 0.453
47 C -0.830
48 C -0.338
49 C -0.126
50 C -0.642
51 C -0.748
52 C 0.263
53 C 0.366
54 C -0.569
55 C -1.130
56 C -0.414
57 N -0.225
58 C 0.511
59 C -0.678
60 C -1.305
61 C -0.519
62 N -0.035
63 H 0.421
64 H 0.560
65 H 0.586
66 H 0.414
67 H 0.544
68 H 0.421
69 H 0.297
70 H 0.506
71 H 0.435
72 H 0.364
73 N -0.338
74 C 0.606
75 N -0.481
76 N -0.664
77 C 0.592
78 N -0.450
79 H 0.280
80 H 0.104
81 H 0.237
82 H 0.283


No. 3
Here is a 5-piece molecular cluster, C30H28NO17 overall in a non-equilibrium geometry from the Open Molecules 2025 dataset. Energies are from ωB97M-V/def2-TZVPD.

Cartesian coordinates (Å):
C: -2.29485 -1.51380 2.77643
C: -0.90801 -2.06074 2.41965
O: -0.34555 -1.26990 1.33700
C: -0.05413 -1.97003 0.17298
C: -1.32817 -2.25781 -0.67728
C: -1.47401 -1.06565 -1.50585
N: -0.44008 -0.33764 -1.48903
C: 0.64727 -0.91683 -0.69296
H: -2.50580 -0.68894 2.11491
H: -3.02903 -2.27922 2.57293
H: -2.32794 -1.15215 3.79272
H: -0.24325 -1.92569 3.26074
H: -0.95905 -3.10006 2.12709
H: 0.62043 -2.81629 0.24576
H: -2.16372 -2.29056 0.02783
H: -1.37924 -3.20693 -1.19254
H: -2.35299 -0.82369 -2.07148
H: -0.29699 0.53501 -1.98472
H: 1.14339 -0.24562 -0.00642
H: 1.34263 -1.35487 -1.39791
C: 5.95869 -0.26999 -2.28514
C: 4.90575 -0.60856 -1.53549
C: 4.44572 -2.03152 -1.40866
O: 3.47584 -2.26418 -0.69818
C: 5.16221 -3.05674 -2.13808
C: 6.22112 -2.72387 -2.89282
C: 6.69641 -1.30174 -3.00657
O: 7.66903 -1.07571 -3.69394
O: 6.91304 -3.61110 -3.58222
O: 4.19338 0.28568 -0.84803
H: 6.29884 0.75131 -2.38139
H: 4.81245 -4.07538 -2.04888
H: 7.62522 -3.11652 -4.03704
H: 3.51252 -0.22452 -0.37147
C: -4.65778 -5.72888 0.43489
C: -5.50747 -6.60098 -0.13056
C: -6.74001 -6.14426 -0.86256
O: -7.45101 -6.98749 -1.36536
C: -7.01265 -4.71260 -0.92394
C: -6.16501 -3.85028 -0.35387
C: -4.92263 -4.30817 0.35018
O: -4.18427 -3.45423 0.82567
O: -6.35829 -2.53202 -0.36951
O: -5.32340 -7.90623 -0.08789
H: -3.76860 -6.04584 0.96134
H: -7.90928 -4.39333 -1.43594
H: -5.61018 -2.14239 0.12132
H: -6.07475 -8.30903 -0.57005
C: 0.25575 3.77776 3.22546
C: -0.80402 4.34034 3.82345
C: -2.20732 3.88446 3.53490
O: -3.12231 4.42161 4.12157
C: -2.39794 2.81604 2.55473
C: -1.33327 2.26849 1.96539
C: 0.06381 2.70628 2.27133
O: 0.97995 2.13797 1.69376
O: -1.40425 1.28902 1.06157
O: -0.69317 5.32524 4.69920
H: 1.26967 4.09507 3.42280
H: -3.41069 2.50418 2.34039
H: -0.47426 1.09021 0.84230
H: -1.60196 5.54995 4.98253
C: 2.63533 4.69389 -0.18466
C: 3.72081 4.87860 -0.94868
C: 3.80323 5.99118 -1.95565
O: 4.82718 6.10188 -2.59982
C: 2.65165 6.86942 -2.10822
C: 1.56704 6.68393 -1.34600
C: 1.49583 5.58687 -0.32389
O: 0.48051 5.48877 0.34404
O: 0.48518 7.44936 -1.43627
O: 4.79346 4.10392 -0.87504
H: 2.56575 3.89719 0.54450
H: 2.71493 7.65700 -2.84555
H: -0.14715 7.10984 -0.77320
H: 5.43045 4.46154 -1.52657

Force components x, y, z for each atom (eV/Å):
0.44 -0.44 -0.46
-0.37 1.02 -0.01
0.02 -0.91 0.35
0.27 0.82 -1.55
-0.26 -0.16 1.81
-0.53 -0.44 -0.32
0.79 0.74 0.28
0.38 -0.82 0.08
-0.09 0.39 -0.14
-0.39 -0.08 0.33
-0.19 -0.06 0.28
0.34 -0.25 0.11
0.14 -0.32 -0.04
-0.10 -0.34 0.55
-0.33 -0.10 -0.11
0.18 -0.13 -0.49
-0.22 0.28 -0.27
-0.36 0.01 -0.09
0.05 0.65 -0.24
0.35 -0.03 0.00
0.15 -0.02 -0.15
0.14 0.31 0.03
0.22 -0.56 -0.21
-0.17 0.32 0.01
-0.27 0.06 0.20
-0.12 -0.36 0.03
-0.11 0.52 0.17
0.04 -0.23 -0.09
0.16 0.25 -0.08
-0.20 -0.20 -0.01
0.00 0.00 0.03
0.05 -0.02 -0.01
-0.01 -0.06 0.02
0.14 0.01 0.08
0.15 0.33 0.07
0.30 -0.14 0.19
-0.31 0.48 -0.14
0.13 -0.21 0.07
-0.07 -0.19 -0.08
-0.32 0.11 -0.13
0.20 -0.56 0.15
-0.02 0.24 -0.19
0.27 0.00 0.08
-0.25 0.00 -0.17
-0.02 -0.05 0.01
0.00 0.02 0.01
-0.08 -0.02 0.03
0.05 -0.02 0.03
0.21 -0.25 -0.15
0.32 0.09 0.05
-0.24 -0.31 -0.30
0.12 0.15 0.11
-0.13 0.07 0.11
-0.30 -0.03 -0.08
0.37 0.59 0.43
-0.15 -0.23 -0.26
-0.12 0.23 -0.24
-0.31 -0.04 -0.01
-0.02 0.05 0.03
0.00 0.00 0.00
0.08 -0.11 0.25
0.07 0.02 0.02
-0.26 0.01 0.10
-0.04 -0.26 0.27
-0.33 0.46 -0.21
0.14 -0.22 0.07
0.23 -0.06 -0.09
0.02 0.29 -0.23
0.35 -0.42 0.20
-0.20 0.10 -0.10
-0.09 -0.20 0.20
0.10 0.14 -0.21
0.03 0.00 0.00
-0.02 0.02 0.02
0.03 0.05 -0.02
-0.01 0.01 0.05

Lowest unoccupied orbital energy   -3.95 eV
Charge   +1

Which charges does Mulliken predict for the atoms? In e, they are:
1 C -0.814
2 C -0.504
3 O -0.253
4 C 0.054
5 C -0.024
6 C -0.316
7 N 0.194
8 C -0.853
9 H 0.173
10 H 0.188
11 H 0.374
12 H 0.354
13 H 0.421
14 H 0.600
15 H -0.257
16 H 0.469
17 H 0.515
18 H 0.267
19 H 0.074
20 H 0.340
21 C -0.922
22 C 0.305
23 C 1.041
24 O -0.611
25 C -1.071
26 C 0.313
27 C 1.039
28 O -0.577
29 O -0.553
30 O -0.496
31 H 0.498
32 H 0.450
33 H 0.368
34 H 0.240
35 C -1.142
36 C 0.421
37 C 0.959
38 O -0.584
39 C -0.903
40 C 0.385
41 C 0.895
42 O -0.458
43 O -0.598
44 O -0.558
45 H 0.455
46 H 0.441
47 H 0.317
48 H 0.367
49 C -1.076
50 C 0.361
51 C 0.953
52 O -0.592
53 C -0.661
54 C -0.107
55 C 1.165
56 O -0.573
57 O -0.423
58 O -0.576
59 H 0.458
60 H 0.481
61 H 0.201
62 H 0.368
63 C -0.848
64 C 0.260
65 C 0.886
66 O -0.610
67 C -0.930
68 C 0.251
69 C 1.080
70 O -0.623
71 O -0.576
72 O -0.557
73 H 0.510
74 H 0.435
75 H 0.358
76 H 0.360